{
  "formula": "CH4IOPS",
  "method": "ωB97M-V with the def2-TZVPD basis set",
  "relative_energy_kcal_mol": 107.9,
  "multiplicity": 1,
  "elements": ["C", "O", "P", "S", "I", "H", "H", "H", "H"],
  "xyz": [[-0.667, -0.292, -0.962], [-0.097, -0.989, 2.326], [0.515, 0.733, 0.043], [0.739, 2.561, -0.426], [2.684, -0.480, -0.414], [-1.556, 0.293, -1.177], [-0.099, -0.338, -1.865], [-0.885, -1.186, -0.279], [-0.634, -0.301, 2.753]],
  "forces_ev_per_a": [[-0.324, 0.190, 2.434], [0.266, 1.804, -1.761], [0.786, -2.127, -0.008], [-0.444, -0.037, 0.657], [-0.989, 0.389, 0.551], [-0.195, 0.050, 0.268], [0.280, -0.957, -0.676], [0.498, 0.946, -1.508], [0.121, -0.259, 0.043]],
  "lowdin_charge": [-0.3407, -0.3324, 0.0394, 0.2143, 0.3955, 0.0374, 0.0011, 0.0697, -0.0842]
}